180
Properties=species:S:1:pos:R:3:forces:R:3:lowdin_spin:R:1 method="wB97M-V/def2-TZVPD" largest_force_ev_per_a=4.9 lumo_ev="-2.6 / -6.3" multiplicity=2 s_squared=0.754 charge=+1 e_homo_ev="-9.1 / -9.1" e_above_lowest_ev=1.727
C 1.924 -2.185 0.133 0.83 0.81 0.71 0.000
C 0.782 -2.111 -0.895 1.24 -1.52 0.26 0.000
C -0.569 -1.961 -0.211 -1.04 1.01 0.34 0.000
C -1.116 -0.547 0.162 0.91 0.54 -1.21 0.000
C -0.877 0.449 -1.030 -0.08 -2.36 1.73 0.000
C 0.559 0.331 -1.603 -0.82 0.72 -0.79 0.000
N 0.970 -1.084 -1.914 -1.93 0.28 -0.14 0.000
O 2.184 -1.321 -2.649 -0.43 1.19 0.77 0.000
C 0.366 1.149 -2.915 1.29 -0.44 -0.20 0.000
C 1.523 1.088 -0.684 1.08 -0.48 -0.34 0.000
C 0.748 -3.522 -1.599 -0.05 1.02 0.42 0.000
H 2.876 -2.611 -0.185 -0.21 -0.23 -0.71 0.000
H 1.700 -2.733 1.049 -0.49 -0.11 -0.10 0.000
H 2.238 -1.196 0.467 -0.29 0.19 0.18 0.000
H -1.272 -2.396 -0.920 -0.36 -0.02 0.14 0.000
H -0.574 -2.558 0.701 0.02 -0.25 -0.18 0.000
H -0.684 -0.090 1.052 0.24 -0.44 0.21 0.000
H -2.197 -0.558 0.302 0.07 -0.40 0.30 0.000
H -1.050 1.447 -0.628 0.13 0.20 -0.43 0.000
H -1.671 0.167 -1.721 0.30 0.34 -0.62 0.000
H 0.191 2.207 -2.719 -0.32 -0.07 0.35 0.000
H 1.309 1.132 -3.461 0.22 -0.14 -0.41 0.000
H -0.430 0.758 -3.548 0.09 -0.11 0.08 0.000
H 1.754 2.048 -1.145 -0.08 0.20 0.43 0.000
H 1.266 1.203 0.369 -0.48 0.06 -0.15 0.000
H 2.446 0.509 -0.664 0.29 0.21 -0.10 0.000
H 0.440 -4.294 -0.894 -0.12 0.10 0.13 0.000
H 1.744 -3.806 -1.938 -0.14 0.11 -0.29 0.000
H 0.012 -3.462 -2.400 0.18 -0.30 -0.24 0.000
H 1.832 -1.621 -3.491 -0.01 -0.14 -0.19 0.000
C 5.224 -1.601 6.405 0.17 -0.68 -0.16 0.000
C 4.629 -0.223 6.233 -0.37 0.89 0.11 0.000
C 5.792 0.815 6.056 0.28 -1.06 -0.51 0.000
C 6.496 0.687 4.655 -0.52 1.11 2.04 0.000
C 5.453 1.030 3.651 -0.29 -1.10 -1.20 0.000
C 4.218 0.053 3.603 0.39 -0.83 0.00 0.000
N 3.721 -0.146 5.019 0.81 1.62 0.41 0.000
O 2.566 -0.978 5.216 0.98 0.45 -0.90 0.000
C 3.089 0.759 2.729 0.67 -1.19 1.40 0.000
C 4.623 -1.377 3.010 -0.78 1.23 0.29 0.000
C 3.767 0.195 7.472 0.01 -0.01 -0.88 0.000
H 5.632 -1.864 7.381 0.03 0.62 0.25 0.000
H 6.056 -1.643 5.703 -0.10 -0.63 -0.06 0.000
H 4.486 -2.384 6.230 0.00 0.04 -0.41 0.000
H 5.349 1.796 6.230 0.21 0.25 -0.48 0.000
H 6.560 0.689 6.819 -0.26 -0.27 0.37 0.000
H 7.047 -0.234 4.464 -0.62 -0.45 0.18 0.000
H 7.309 1.408 4.573 -0.07 0.40 0.22 0.000
H 6.034 0.965 2.731 -0.73 -0.03 -0.81 0.000
H 5.122 2.066 3.732 -0.10 0.00 0.31 0.000
H 2.687 1.584 3.316 0.12 0.15 -0.11 0.000
H 3.458 1.121 1.769 0.15 -0.12 0.04 0.000
H 2.279 0.044 2.587 -0.09 0.03 -0.20 0.000
H 4.888 -1.347 1.953 -0.02 0.18 -0.09 0.000
H 5.436 -1.860 3.552 -0.03 0.25 0.10 0.000
H 3.731 -1.993 3.125 0.04 -0.18 -0.07 0.000
H 3.435 1.231 7.398 0.34 0.28 -0.13 0.000
H 4.321 0.075 8.403 -0.06 -0.14 -0.05 0.000
H 2.825 -0.352 7.486 0.30 -0.45 0.30 0.000
H 1.942 -0.280 5.428 -0.63 -0.32 0.02 0.000
C -2.138 -5.961 -2.728 -0.23 -0.61 0.45 0.000
C -2.514 -5.080 -3.949 -0.69 0.03 0.56 0.000
C -3.027 -3.746 -3.367 -1.18 2.13 -1.41 0.000
C -3.160 -2.611 -4.473 2.35 -1.61 -0.14 0.000
C -1.738 -2.608 -5.120 -1.64 1.16 -0.58 0.000
C -1.167 -3.906 -5.784 -0.65 1.89 2.05 0.000
N -1.274 -4.915 -4.741 -0.33 -0.39 -0.08 0.000
O -0.914 -6.156 -5.305 0.84 -0.34 0.57 0.000
C -1.869 -4.225 -7.169 1.07 0.68 1.21 0.000
C 0.341 -3.559 -5.906 0.69 -0.38 -2.47 0.000
C -3.734 -5.677 -4.726 0.00 -0.18 0.48 0.000
H -1.823 -6.963 -3.017 0.11 0.11 -0.10 0.000
H -2.910 -6.094 -1.970 -1.02 -0.05 -0.65 0.000
H -1.416 -5.562 -2.015 0.78 0.50 -0.88 0.000
H -4.073 -3.733 -3.062 0.03 -1.25 0.64 0.000
H -2.456 -3.376 -2.516 0.30 -0.08 -0.17 0.000
H -3.324 -1.606 -4.083 -0.17 -0.17 0.34 0.000
H -3.939 -2.819 -5.206 -0.09 -0.17 0.12 0.000
H -1.156 -2.164 -4.313 0.83 -0.58 -0.04 0.000
H -1.757 -1.826 -5.879 0.27 0.05 -0.38 0.000
H -1.277 -5.038 -7.590 -0.24 0.22 -0.58 0.000
H -2.934 -4.459 -7.175 0.12 -0.29 0.61 0.000
H -1.828 -3.288 -7.724 0.46 -0.24 -0.45 0.000
H 1.061 -3.563 -5.087 -0.94 -0.31 0.73 0.000
H 0.813 -4.193 -6.656 0.02 -0.67 0.07 0.000
H 0.523 -2.613 -6.416 -0.59 0.56 0.13 0.000
H -3.596 -6.568 -5.339 0.49 -0.21 0.25 0.000
H -4.249 -4.987 -5.396 0.19 0.35 0.24 0.000
H -4.426 -5.945 -3.927 -0.26 -0.13 -0.22 0.000
H -1.599 -6.448 -5.910 -0.51 0.05 -0.23 0.000
C 5.000 2.943 -7.164 -0.95 0.15 1.69 0.042
C 4.125 2.300 -6.074 -1.07 -2.01 0.02 0.042
C 4.636 0.929 -5.589 3.16 -1.05 1.68 0.003
C 5.947 0.969 -4.648 -3.14 2.34 -0.56 0.001
C 5.441 1.817 -3.449 0.05 0.55 -0.06 0.003
C 4.767 3.295 -3.723 0.22 -1.28 0.83 0.043
N 3.886 3.239 -4.942 1.05 -0.82 0.63 0.641
O 3.066 4.279 -5.169 1.04 0.11 -0.21 0.110
C 4.012 3.695 -2.442 -0.03 -0.31 -0.08 0.016
C 5.841 4.335 -3.985 1.45 -0.05 -1.51 0.044
C 2.744 1.879 -6.580 -0.83 2.11 -0.35 0.018
H 5.019 2.190 -7.952 0.56 0.39 -0.09 0.005
H 5.914 3.181 -6.619 0.50 -0.04 -1.01 0.000
H 4.480 3.858 -7.448 0.32 0.00 -0.44 0.001
H 3.896 0.327 -5.061 -0.35 0.33 -0.12 0.000
H 5.039 0.318 -6.396 -0.81 0.32 -0.71 0.000
H 6.627 1.521 -5.297 0.81 -0.29 0.57 0.000
H 6.288 -0.005 -4.297 0.02 0.15 -0.37 0.000
H 6.246 1.903 -2.718 0.09 0.80 0.00 0.000
H 4.715 1.227 -2.889 -0.40 -0.06 -0.26 0.000
H 3.581 4.696 -2.445 -0.17 -0.10 -0.36 0.000
H 3.295 2.931 -2.142 -0.18 0.18 -0.14 0.000
H 4.759 3.728 -1.649 0.11 -0.14 -0.06 0.001
H 6.311 4.735 -3.086 -0.30 -0.21 0.05 0.006
H 6.606 3.823 -4.568 0.48 -0.08 0.26 0.000
H 5.632 5.155 -4.671 -0.82 0.21 0.39 0.001
H 2.099 1.838 -5.701 -0.22 -0.96 -0.13 0.000
H 2.748 1.002 -7.228 0.09 -0.03 0.48 0.002
H 2.314 2.706 -7.145 -0.06 -0.01 -0.39 0.000
H 2.177 4.071 -4.873 -0.65 -0.28 0.28 0.020
C -8.075 -0.986 2.780 -0.56 -0.96 -0.96 0.000
C -7.915 -0.364 1.375 1.63 -0.20 -0.02 0.000
C -7.294 1.072 1.662 -0.75 -0.34 -0.89 0.000
C -5.820 1.278 1.657 2.22 -0.88 -2.07 0.000
C -5.119 0.426 0.477 -0.52 1.31 2.16 0.000
C -5.546 -1.051 0.493 -1.13 -0.93 -2.47 0.000
N -7.031 -1.192 0.421 0.47 4.63 1.00 0.000
O -7.537 -2.387 -0.008 -0.12 -0.89 0.29 0.000
C -4.998 -1.514 -0.919 0.09 -0.64 -0.07 0.000
C -5.008 -1.914 1.609 2.23 -0.92 0.63 0.000
C -9.254 -0.187 0.672 -1.01 0.01 0.11 0.000
H -7.124 -1.330 3.187 -0.01 0.26 0.03 0.000
H -8.708 -1.863 2.643 -0.03 -0.24 0.37 0.000
H -8.578 -0.301 3.461 0.08 -0.03 -0.02 0.000
H -7.737 1.709 0.896 0.06 0.29 0.08 0.000
H -7.544 1.464 2.648 -1.02 -0.29 -0.11 0.000
H -5.343 1.112 2.623 -0.03 -0.52 0.02 0.000
H -5.623 2.330 1.454 0.01 0.13 -0.03 0.000
H -4.033 0.528 0.480 0.33 -0.51 1.01 0.000
H -5.212 0.952 -0.474 -1.31 -0.38 -0.29 0.000
H -3.972 -1.188 -1.089 0.25 0.11 0.39 0.000
H -4.978 -2.584 -1.125 -0.18 -0.22 0.56 0.000
H -5.539 -1.108 -1.774 -0.44 0.38 0.33 0.000
H -5.508 -2.834 1.910 -1.10 0.43 -0.32 0.000
H -4.083 -2.395 1.295 0.56 0.27 -0.35 0.000
H -4.683 -1.431 2.531 -0.45 0.52 0.03 0.000
H -9.690 -1.056 0.180 0.31 -0.66 0.62 0.000
H -9.331 0.511 -0.162 0.77 0.58 0.24 0.000
H -9.979 0.129 1.421 -0.19 0.11 -0.04 0.000
H -7.962 -2.132 -0.830 -0.09 -0.37 -0.27 0.000
C 0.358 2.916 7.326 -0.27 0.41 -0.71 0.000
C -0.828 2.974 6.309 -0.63 -1.89 0.47 0.000
C -1.510 4.334 6.314 -0.81 1.21 0.86 0.000
C -2.534 4.591 5.189 2.30 -1.45 1.23 0.000
C -1.652 4.462 3.967 -2.87 0.76 -1.60 0.000
C -0.954 3.157 3.642 0.60 -1.03 1.14 0.000
N -0.286 2.728 4.951 -2.30 4.16 -1.22 0.000
O 0.300 1.537 4.834 1.95 -2.17 -0.15 0.000
C -1.874 2.076 2.949 -0.39 0.64 1.18 0.000
C 0.108 3.526 2.631 1.38 1.11 -0.97 0.000
C -1.735 1.748 6.672 -0.37 0.04 -0.32 0.000
H -0.049 2.764 8.326 0.21 0.06 0.01 0.000
H 0.983 3.807 7.287 -0.25 0.33 0.11 0.000
H 1.058 2.117 7.083 -0.35 -0.36 0.15 0.000
H -2.032 4.705 7.196 0.24 -1.17 0.94 0.000
H -0.682 5.043 6.300 0.05 0.35 -0.70 0.000
H -3.038 5.550 5.311 0.29 0.06 -0.27 0.000
H -3.297 3.815 5.231 -0.10 -0.08 -0.11 0.000
H -0.995 5.330 3.908 0.15 -0.19 -0.02 0.000
H -2.450 4.565 3.231 0.55 0.33 -1.23 0.000
H -2.154 2.415 1.951 -0.04 0.19 0.03 0.000
H -1.510 1.054 2.844 0.65 0.25 0.26 0.000
H -2.774 1.987 3.557 -0.30 -0.02 -0.13 0.000
H 0.749 4.348 2.949 0.46 -0.34 0.95 0.000
H 0.749 2.763 2.188 -0.13 -0.49 0.52 0.000
H -0.235 4.075 1.754 -1.18 -0.41 -0.26 0.000
H -1.163 0.822 6.624 0.26 0.14 0.13 0.000
H -2.529 1.581 5.944 -0.12 0.32 -0.21 0.000
H -2.234 1.765 7.641 0.25 0.39 0.16 0.000
H 1.188 1.887 4.941 0.87 -1.23 -0.26 0.000